Entry a
C21H56AsF6O21S7 as an isolated structure, computed with ωB97M-V/def2-TZVPD.

Results
**LUMO energy**: 0.0648 Eh
**Highest occupied orbital energy**: -9.11 eV
**Gap between HOMO and LUMO**: 10.87 eV

```
! RIJCOSX wB97M-V def2-TZVPD def2/J DEFGRID3
* xyz -1 1
As -0.726 -0.408 0.048
F -1.335 1.217 -0.262
F 0.790 0.040 -0.682
F -0.200 -2.057 0.318
F -2.218 -0.792 0.882
F -1.376 -0.944 -1.483
F -0.096 -0.039 1.674
O -7.008 0.527 -1.515
S -5.693 0.891 -1.047
O -5.018 2.090 -1.408
O -5.836 0.947 0.608
C -6.617 -0.140 1.140
C -6.353 -0.182 2.655
C -4.598 -0.512 -1.269
H -6.482 -1.118 0.678
H -7.657 0.140 0.956
H -6.538 0.797 3.084
H -5.343 -0.555 2.804
H -7.077 -0.905 3.037
H -3.671 -0.222 -0.779
H -4.399 -0.490 -2.340
H -5.098 -1.381 -0.866
O 3.682 0.575 2.435
S 3.816 1.378 1.243
O 3.690 0.810 -0.085
O 2.813 2.680 1.383
C 2.781 3.650 0.349
C 1.568 3.320 -0.505
C 5.406 2.246 1.382
H 3.681 3.776 -0.260
H 2.660 4.603 0.875
H 0.637 3.559 0.018
H 1.534 2.258 -0.747
H 1.438 3.898 -1.424
H 5.295 2.826 2.296
H 5.557 2.918 0.543
H 6.210 1.523 1.481
O 1.525 2.151 -3.826
S 0.394 3.004 -4.138
O 0.508 4.439 -4.316
O -0.226 2.364 -5.520
C -1.253 3.091 -6.176
C -1.662 2.391 -7.462
C -0.990 2.578 -3.057
H -1.027 4.139 -6.383
H -2.132 3.075 -5.520
H -1.840 1.355 -7.157
H -0.860 2.406 -8.196
H -2.602 2.789 -7.833
H -0.703 2.893 -2.057
H -1.221 1.517 -3.079
H -1.840 3.136 -3.441
O -0.162 5.048 3.457
S -0.516 3.792 4.058
O -0.707 3.651 5.473
O -1.882 3.341 3.307
C -2.663 2.347 3.947
C -3.567 1.686 2.928
C 0.626 2.552 3.440
H -3.274 2.781 4.744
H -2.049 1.562 4.401
H -4.308 1.063 3.432
H -2.996 1.006 2.295
H -4.134 2.410 2.344
H 0.289 1.594 3.831
H 1.652 2.856 3.617
H 0.528 2.468 2.359
O 0.462 -0.850 -7.262
S 0.765 -1.638 -6.076
O 0.899 -3.064 -6.184
O 2.099 -0.964 -5.429
C 2.610 -1.633 -4.260
C 3.129 -0.573 -3.313
C -0.453 -1.151 -4.804
H 3.404 -2.319 -4.558
H 1.837 -2.191 -3.726
H 3.749 0.153 -3.842
H 3.869 -1.068 -2.674
H 2.371 -0.079 -2.714
H -0.480 -1.906 -4.024
H -1.426 -0.967 -5.252
H -0.118 -0.174 -4.457
O 2.387 -4.903 -0.359
S 3.545 -4.092 -0.086
O 4.525 -4.582 0.844
O 4.215 -3.775 -1.522
C 5.545 -3.265 -1.587
C 6.577 -4.369 -1.444
C 2.984 -2.412 0.392
H 5.661 -2.445 -0.865
H 5.682 -2.685 -2.503
H 6.268 -5.324 -1.862
H 6.850 -4.500 -0.398
H 7.476 -4.084 -1.998
H 3.178 -1.730 -0.434
H 3.548 -2.056 1.251
H 1.915 -2.430 0.587
O 1.109 -2.751 7.940
S -0.152 -3.177 7.396
O -1.302 -3.370 8.247
O -0.515 -2.156 6.185
C -1.832 -2.237 5.645
C -1.765 -1.850 4.167
C 0.040 -4.692 6.438
H -2.535 -1.535 6.101
H -2.263 -3.232 5.763
H -2.782 -1.796 3.770
H -1.315 -2.656 3.586
H -1.287 -0.886 4.018
H -0.844 -4.918 5.851
H 0.382 -5.538 7.031
H 0.862 -4.538 5.736
*
```

Entry b
C21H56AsF6O21S7 as an isolated structure, computed with ωB97M-V/def2-TZVPD.

Results
**LUMO energy**: 0.0531 Eh
**Highest occupied orbital energy**: -9.34 eV
**Gap between HOMO and LUMO**: 10.78 eV

```
! RIJCOSX wB97M-V def2-TZVPD def2/J DEFGRID3
* xyz -1 1
As -0.174 -0.744 -0.605
F -1.771 -0.277 -1.361
F 0.481 0.701 -1.258
F 1.205 -1.210 0.456
F -0.946 -2.230 -0.012
F 0.513 -1.521 -2.075
F -0.778 0.162 0.822
O 0.226 7.756 -3.254
S 0.028 6.898 -2.053
O 0.121 7.398 -0.674
O -1.409 6.038 -2.283
C -2.085 5.397 -1.173
C -3.353 6.072 -0.742
C 1.234 5.589 -2.203
H -1.406 5.308 -0.325
H -2.218 4.365 -1.495
H -3.311 7.160 -0.696
H -3.779 5.659 0.172
H -4.110 5.927 -1.513
H 1.266 5.209 -1.182
H 2.199 5.973 -2.533
H 0.957 4.703 -2.775
O 2.977 -3.489 -6.430
S 2.682 -4.943 -6.400
O 2.352 -5.570 -7.667
O 3.970 -5.662 -5.659
C 4.666 -5.098 -4.498
C 5.428 -6.236 -3.802
C 1.292 -5.381 -5.242
H 3.944 -4.646 -3.816
H 5.381 -4.326 -4.782
H 6.248 -6.579 -4.432
H 4.893 -7.142 -3.515
H 5.793 -5.828 -2.860
H 1.010 -6.423 -5.391
H 0.395 -4.788 -5.422
H 1.860 -5.241 -4.322
O -6.755 0.942 -7.263
S -5.313 0.968 -7.024
O -4.304 0.772 -8.098
O -4.960 2.540 -6.468
C -5.650 2.985 -5.255
C -5.621 4.563 -5.387
C -4.876 -0.102 -5.524
H -5.198 2.539 -4.369
H -6.642 2.539 -5.176
H -4.663 5.009 -5.119
H -6.345 4.931 -4.660
H -5.805 4.938 -6.394
H -3.924 0.332 -5.219
H -4.684 -1.091 -5.940
H -5.539 -0.147 -4.660
O 6.749 4.203 -0.483
S 6.858 3.311 0.677
O 8.209 2.768 1.030
O 6.082 4.000 1.971
C 6.847 4.892 2.763
C 7.039 6.308 2.192
C 5.823 1.917 0.415
H 7.791 4.379 2.944
H 6.363 5.085 3.721
H 7.723 6.886 2.813
H 6.141 6.923 2.122
H 7.606 6.346 1.262
H 4.786 2.252 0.431
H 5.997 1.257 1.265
H 6.106 1.341 -0.466
O 1.911 -8.085 2.945
S 1.905 -7.021 1.939
O 3.127 -6.825 1.147
O 0.550 -7.415 0.946
C 0.402 -6.846 -0.287
C -1.067 -6.604 -0.629
C 1.293 -5.510 2.906
H 0.826 -7.442 -1.095
H 0.861 -5.858 -0.288
H -1.620 -7.506 -0.893
H -1.084 -5.947 -1.499
H -1.633 -6.046 0.117
H 0.232 -5.725 3.036
H 1.398 -4.609 2.302
H 1.824 -5.314 3.838
O -8.892 -0.977 3.197
S -7.560 -1.570 3.019
O -7.347 -3.054 2.957
O -6.903 -0.901 1.631
C -7.270 0.468 1.361
C -6.628 1.152 0.117
C -6.504 -0.810 4.363
H -7.052 0.911 2.333
H -8.333 0.547 1.131
H -5.591 1.412 0.329
H -7.159 2.066 -0.150
H -6.678 0.476 -0.736
H -6.636 0.270 4.438
H -5.479 -0.995 4.043
H -6.730 -1.252 5.333
O 4.300 -2.065 8.643
S 3.954 -0.772 8.080
O 4.410 -0.490 6.688
O 2.269 -0.715 8.082
C 1.645 0.519 7.688
C 0.787 0.177 6.432
C 4.396 0.612 9.155
H 2.296 1.327 7.354
H 1.143 1.055 8.493
H 1.243 -0.659 5.903
H 0.653 0.970 5.697
H -0.240 -0.096 6.672
H 4.426 1.532 8.570
H 5.323 0.382 9.680
H 3.612 0.670 9.910
*
```

Stability ranking, top and bottom: entry a is the most stable and entry b is the least stable.

Entry a
An isolated molecule of CH4O3S, computed with ωB97M-V/def2-TZVPD.

Results
**LUMO energy**: 0.0269 Eh
**Highest occupied orbital energy**: -9.75 eV
**Gap between HOMO and LUMO**: 10.48 eV

```
! RIJCOSX wB97M-V def2-TZVPD def2/J DEFGRID3
* xyz 0 1
C 0.765 -0.036 -0.360
O -1.078 -1.760 0.475
O -3.035 0.833 -0.031
O -1.625 0.790 -0.087
S -0.931 -0.682 -0.606
H 1.388 -0.438 0.442
H 0.570 0.945 -0.099
H 1.364 -0.160 -1.307
H -3.266 0.835 0.834
*
```

Entry b
An isolated molecule of CH4O3S, computed with ωB97M-V/def2-TZVPD.

Results
**LUMO energy**: 0.0148 Eh
**Highest occupied orbital energy**: -8.63 eV
**Gap between HOMO and LUMO**: 9.03 eV

```
! RIJCOSX wB97M-V def2-TZVPD def2/J DEFGRID3
* xyz 0 1
C 0.376 0.045 -0.137
O 0.753 0.931 0.778
O 0.751 0.424 -1.331
O 0.429 -1.227 0.210
S -1.774 0.056 -0.206
H 0.034 0.978 1.510
H 0.796 1.446 -1.325
H 0.367 -1.909 -0.461
H -1.733 -0.744 0.962
*
```

Stability ranking, top and bottom: entry b is the most stable and entry a is the least stable.